# 1
{"formula": "C38H40BIrN7OS", "method": "ωB97M-V/def2-TZVPD", "elements": ["Ir", "C", "C", "C", "C", "C", "N", "N", "B", "N", "N", "C", "C", "C", "C", "C", "N", "N", "C", "C", "C", "C", "C", "H", "H", "H", "H", "H", "H", "H", "H", "H", "H", "H", "H", "H", "H", "H", "H", "H", "H", "H", "H", "H", "H", "C", "C", "C", "C", "N", "C", "C", "C", "C", "C", "C", "C", "H", "H", "H", "H", "H", "H", "H", "H", "O", "S", "C", "C", "C", "C", "C", "C", "C", "C", "C", "C", "C", "C", "H", "H", "H", "H", "H", "H", "H", "H", "H", "H"], "coordinates": [[-1.17320, -0.18288, 0.57478], [-3.63590, -2.87348, 0.70638], [-2.83390, -2.51728, 1.90648], [-3.01210, -3.04028, 3.18638], [-2.19970, -2.29238, 4.01778], [-2.02340, -2.41938, 5.48418], [-1.57020, -1.37848, 3.25738], [-1.92230, -1.53918, 1.96418], [-0.90900, -0.07948, 3.73458], [-1.77500, 1.09382, 3.20668], [-2.20330, 1.14712, 1.93198], [-2.99690, 2.20882, 1.79278], [-3.71510, 2.53642, 0.53268], [-3.06160, 2.87442, 3.01448], [-2.27120, 2.14272, 3.88738], [-1.99240, 2.41892, 5.31888], [0.49610, 0.05342, 3.14068], [0.69920, 0.29462, 1.82778], [1.99900, 0.54422, 1.65488], [2.65270, 0.94532, 0.38798], [2.64760, 0.44122, 2.88648], [1.66420, 0.13152, 3.80648], [1.81850, -0.06618, 5.26968], [-4.64940, -3.11668, 1.02078], [-3.67360, -2.03838, 0.00948], [-3.23580, -3.74378, 0.19148], [-3.66550, -3.84218, 3.46008], [-2.50310, -3.32968, 5.82948], [-0.96830, -2.45588, 5.74358], [-2.47600, -1.57748, 6.00528], [-0.86380, -0.04568, 4.90688], [-3.78540, 1.65512, -0.10482], [-4.72010, 2.88132, 0.76958], [-3.20700, 3.32692, -0.02202], [-3.61100, 3.76712, 3.22468], [-2.47350, 3.34822, 5.61368], [-2.37220, 1.61492, 5.94758], [-0.92130, 2.50592, 5.49438], [1.94230, 0.96902, -0.42822], [3.10310, 1.92922, 0.50238], [3.44940, 0.24502, 0.14658], [3.69370, 0.57762, 3.07208], [2.87230, -0.00258, 5.52758], [1.27860, 0.70092, 5.82248], [1.43890, -1.03788, 5.57888], [-0.78020, 3.42472, -1.72992], [-1.30630, 3.03062, -2.95342], [-1.60940, 1.69642, -3.14602], [-1.42330, 0.78652, -2.10572], [-0.95680, 1.19952, -0.90392], [-0.62820, 2.47592, -0.73522], [-1.60020, -0.65588, -2.21632], [-1.83330, -1.32938, -3.41662], [-1.74630, -2.70648, -3.46582], [-1.38660, -3.42098, -2.33192], [-1.20230, -2.76838, -1.12412], [-1.34810, -1.39158, -1.03902], [-0.50860, 4.44992, -1.53932], [-1.47080, 3.74562, -3.74432], [-2.01330, 1.36122, -4.08692], [-0.22420, 2.74662, 0.23208], [-2.06760, -0.78778, -4.32092], [-1.93000, -3.21728, -4.39792], [-1.25060, -4.48968, -2.38342], [-0.91570, -3.33518, -0.25162], [1.04140, -0.75608, -1.27372], [1.80640, -1.78988, -2.00822], [2.51560, -0.85738, -3.64472], [3.10720, -1.89178, -4.49392], [2.79330, -1.99218, -5.81532], [1.86720, -1.12628, -6.40642], [1.14300, -0.24908, -5.59442], [1.40780, -0.13678, -4.26302], [3.52650, 0.02312, -2.95122], [4.69870, -0.52228, -2.43452], [5.66700, 0.29642, -1.88582], [5.46060, 1.66342, -1.80472], [4.27970, 2.20662, -2.27542], [3.32420, 1.39512, -2.85512], [3.84350, -2.55338, -4.06432], [3.29250, -2.73548, -6.41842], [1.70780, -1.14068, -7.47142], [0.37630, 0.37272, -6.03182], [0.82360, 0.51832, -3.63372], [4.87170, -1.58748, -2.47312], [6.58490, -0.13768, -1.51972], [6.21000, 2.30192, -1.36922], [4.09560, 3.26762, -2.21062], [2.42330, 1.84232, -3.24352]], "forces_ev_per_a": [[-0.410, -0.212, 0.423], [0.007, 0.002, -0.120], [-0.033, 0.076, 0.108], [0.281, 0.261, -0.008], [-0.271, -0.224, -0.300], [0.041, 0.152, 0.089], [0.076, -0.333, 0.579], [0.135, -0.158, -0.367], [0.134, 0.028, -0.730], [-0.091, 0.290, 0.757], [0.179, -0.182, -0.748], [-0.013, 0.132, 0.210], [0.102, -0.070, -0.116], [0.188, -0.226, -0.103], [-0.188, 0.142, -0.263], [0.074, -0.150, 0.081], [0.421, -0.093, 0.685], [-0.724, -0.007, -0.780], [0.186, 0.078, 0.313], [-0.280, 0.049, -0.071], [-0.365, -0.116, 0.032], [0.228, 0.103, -0.295], [-0.137, 0.011, 0.051], [-0.018, 0.034, 0.028], [-0.055, -0.107, -0.065], [-0.014, -0.004, -0.081], [-0.143, -0.172, 0.100], [-0.011, -0.065, 0.024], [0.058, -0.006, 0.104], [0.015, 0.046, 0.089], [0.025, -0.013, 0.399], [-0.046, 0.018, -0.058], [-0.013, -0.015, -0.072], [-0.042, 0.004, -0.012], [-0.168, 0.209, 0.133], [0.010, -0.003, -0.001], [0.006, -0.003, 0.085], [0.038, 0.024, 0.067], [0.076, 0.070, -0.065], [0.049, 0.073, 0.030], [0.052, -0.030, -0.168], [0.199, 0.041, 0.065], [0.007, -0.014, 0.039], [-0.016, 0.003, 0.105], [-0.009, -0.046, 0.073], [-0.015, -0.122, -0.026], [0.083, -0.141, 0.203], [-0.058, -0.020, 0.279], [0.023, 0.216, -0.404], [-0.076, 0.144, -0.418], [0.250, 0.546, 0.060], [-0.124, -0.565, 0.079], [-0.025, 0.296, 0.149], [0.006, -0.023, -0.088], [0.053, 0.049, 0.166], [-0.088, -0.070, 0.006], [-0.365, 0.432, 0.251], [0.053, 0.079, 0.048], [0.013, 0.086, -0.066], [-0.010, -0.091, -0.084], [-0.073, -0.067, 0.069], [0.028, 0.080, -0.088], [0.013, -0.074, -0.089], [-0.015, -0.149, -0.039], [-0.032, -0.068, 0.163], [0.294, 0.439, 0.077], [0.382, -0.556, -0.900], [-0.260, -0.366, 0.919], [0.044, -0.214, -0.327], [0.250, -0.164, 0.230], [-0.075, -0.037, -0.256], [-0.113, 0.244, 0.315], [-0.271, 0.071, -0.244], [0.254, 0.334, -0.089], [0.040, 0.072, -0.064], [0.031, -0.074, 0.103], [-0.009, 0.102, 0.066], [0.089, 0.057, 0.017], [-0.049, -0.156, -0.039], [0.106, -0.051, -0.005], [0.055, -0.055, -0.067], [-0.088, -0.082, -0.117], [-0.146, 0.029, -0.062], [-0.002, 0.084, -0.015], [0.034, -0.074, -0.022], [0.086, -0.026, 0.059], [0.170, 0.097, 0.063], [0.055, 0.151, 0.025], [-0.063, 0.043, -0.085]], "charge": 1, "spin_multiplicity": 5, "gap_ev": [6.70, 7.04], "e_lumo_ha": [-0.0963, -0.1453], "fmax_ev_per_a": 1.12}

---

# 2
{"formula": "C3H6BrF2O2P", "method": "ωB97M-V/def2-TZVPD", "elements": ["C", "C", "C", "O", "O", "F", "F", "P", "Br", "H", "H", "H", "H", "H", "H"], "coordinates": [[0.08958, -1.17707, -1.42358], [-0.77874, 0.88259, 1.11194], [-0.31115, 2.26184, -1.58805], [-3.04699, 1.54545, -0.69077], [-1.08880, -0.35457, -1.30747], [0.99874, 2.01262, -1.43931], [-0.56117, 2.27406, -2.92299], [-1.38021, 1.01998, -0.60090], [-0.76899, 3.98335, -0.76464], [0.84822, -0.92177, -0.72691], [0.40321, -1.00551, -2.40800], [-0.14999, -2.21470, -1.26577], [-0.64621, 1.80767, 1.63320], [-1.67626, 0.35471, 1.57975], [0.19435, 0.42287, 1.18667]], "forces_ev_per_a": [[-0.592, -0.014, 0.335], [-1.381, -0.133, -0.070], [-0.805, -0.439, 1.118], [-2.331, 1.034, 0.456], [0.303, -1.330, 0.063], [0.861, 0.146, -0.344], [0.034, -0.027, 0.919], [1.012, 0.337, -1.254], [0.313, 0.053, -0.384], [0.706, 0.527, 0.673], [0.879, -0.081, -1.374], [-0.419, -0.331, -0.048], [-0.308, 0.859, 0.040], [1.665, 0.267, -0.157], [0.063, -0.869, 0.027]], "charge": 0, "spin_multiplicity": 3, "gap_ev": [5.35, 8.32], "e_lumo_ha": [0.0233, -0.0831], "fmax_ev_per_a": 2.59}

---

# 3
{"formula": "C33H44N4P2PtSSi2", "method": "ωB97M-V/def2-TZVPD", "elements": ["Pt", "C", "Si", "C", "C", "N", "P", "C", "P", "N", "Si", "C", "C", "C", "C", "C", "C", "C", "C", "C", "C", "C", "C", "C", "C", "C", "C", "C", "C", "C", "C", "C", "C", "C", "C", "C", "C", "C", "H", "H", "H", "H", "H", "H", "H", "H", "H", "H", "H", "H", "H", "H", "H", "H", "H", "H", "H", "H", "H", "H", "H", "H", "H", "H", "H", "H", "H", "H", "H", "H", "H", "H", "H", "H", "H", "H", "C", "N", "C", "N", "S", "H", "H", "H", "H", "H", "H"], "coordinates": [[0.72418, -1.12253, -0.47155], [5.35639, 1.03474, 0.28777], [4.15778, -0.29076, -0.29150], [4.28660, -0.43717, -2.15602], [4.57956, -1.92840, 0.50633], [2.55171, 0.10574, 0.18552], [1.65554, 1.41592, 0.10588], [0.08554, 0.70916, -0.14078], [-1.59711, 1.17343, -0.11772], [-2.52510, -0.05371, -0.28706], [-4.14339, -0.51489, -0.26084], [-4.93390, -0.46578, -1.96537], [-5.18224, 0.55854, 0.88327], [-4.23577, -2.29140, 0.36518], [-1.72616, 2.40938, -1.44956], [-1.28384, 3.72465, -1.31542], [-1.27910, 4.58266, -2.40350], [-1.71176, 4.12974, -3.64341], [-2.15267, 2.82194, -3.78708], [-2.16069, 1.96497, -2.69481], [-1.87121, 2.07877, 1.43596], [-1.27557, 1.56728, 2.58932], [-1.50629, 2.15528, 3.82188], [-2.33731, 3.26476, 3.91399], [-2.94478, 3.77232, 2.77503], [-2.71780, 3.17754, 1.54089], [2.05152, 2.53789, -1.26509], [2.89599, 3.63643, -1.12673], [3.20707, 4.42265, -2.22782], [2.68049, 4.11220, -3.47315], [1.84812, 3.00989, -3.62110], [1.53640, 2.22544, -2.52386], [1.79232, 2.41435, 1.61146], [1.23009, 3.68749, 1.70765], [1.24237, 4.36922, 2.91244], [1.81815, 3.78284, 4.03324], [2.38004, 2.51808, 3.94517], [2.36429, 1.83302, 2.73774], [6.38991, 0.76046, 0.06201], [5.27989, 1.20742, 1.36384], [5.14928, 1.98045, -0.22033], [5.28718, -0.73725, -2.47674], [4.05139, 0.51979, -2.62931], [3.57175, -1.17504, -2.52965], [5.56970, -2.28289, 0.21046], [3.84527, -2.68526, 0.22127], [4.56089, -1.84081, 1.59508], [-4.96444, 0.55332, -2.35849], [-5.96095, -0.83885, -1.92642], [-4.37786, -1.08361, -2.67511], [-5.22175, 1.58566, 0.51042], [-4.74227, 0.59105, 1.88361], [-6.21010, 0.19819, 0.97393], [-3.54901, -2.91965, -0.20879], [-5.23969, -2.71441, 0.28575], [-3.94206, -2.32551, 1.41943], [-0.94722, 4.08296, -0.35004], [-0.93135, 5.60140, -2.28775], [-1.70380, 4.79699, -4.49605], [-2.49438, 2.46733, -4.75142], [-2.50024, 0.94085, -2.79743], [-0.62266, 0.70539, 2.51157], [-1.03079, 1.75621, 4.70881], [-2.51521, 3.73094, 4.87500], [-3.60249, 4.62936, 2.84722], [-3.20336, 3.57256, 0.65655], [3.31450, 3.87996, -0.15809], [3.86388, 5.27528, -2.11178], [2.92196, 4.72738, -4.33075], [1.43712, 2.76572, -4.59213], [0.88806, 1.36393, -2.63377], [0.78180, 4.14644, 0.83445], [0.79730, 5.35349, 2.98115], [1.82626, 4.31451, 4.97640], [2.83061, 2.06284, 4.81797], [2.78660, 0.83879, 2.65256], [0.03575, -6.31448, -0.75667], [-0.56207, -5.36767, 0.16701], [-0.21356, -4.07983, 0.24716], [-0.85829, -3.31498, 1.14170], [1.03968, -3.47447, -0.73868], [-0.45111, -7.27649, -0.61804], [1.10307, -6.42202, -0.56589], [-0.10078, -5.98622, -1.78636], [-1.26979, -5.70361, 0.79829], [-1.77416, -3.58909, 1.46278], [-0.67144, -2.31564, 1.07091]], "forces_ev_per_a": [[-0.066, -0.066, 0.013], [-0.025, 0.013, -0.027], [-0.006, -0.048, 0.019], [-0.027, 0.008, 0.028], [-0.002, 0.028, -0.024], [0.147, -0.005, -0.053], [-0.120, 0.106, -0.047], [0.224, -0.054, 0.066], [-0.058, 0.046, 0.054], [0.125, -0.011, -0.108], [-0.106, 0.002, 0.094], [0.006, -0.034, 0.020], [0.023, -0.010, -0.009], [0.017, 0.022, 0.018], [-0.015, 0.024, 0.004], [0.003, -0.002, 0.035], [-0.006, -0.022, -0.026], [0.013, 0.007, 0.018], [-0.011, 0.000, -0.008], [-0.014, -0.011, -0.009], [0.016, 0.007, 0.028], [-0.026, 0.014, -0.009], [-0.008, 0.022, -0.005], [0.008, -0.012, 0.016], [-0.015, 0.004, -0.015], [0.008, 0.002, -0.003], [-0.018, -0.025, -0.029], [-0.006, -0.010, 0.022], [0.007, -0.009, 0.012], [-0.008, -0.015, -0.005], [0.018, 0.030, -0.018], [0.006, -0.014, 0.016], [-0.066, 0.023, -0.001], [0.012, -0.025, -0.046], [-0.002, -0.012, 0.010], [-0.005, 0.009, -0.004], [0.004, 0.010, 0.014], [0.007, -0.027, -0.018], [-0.001, -0.011, 0.001], [-0.005, -0.012, 0.001], [0.016, 0.009, 0.011], [0.005, -0.001, 0.011], [0.004, 0.005, -0.011], [0.005, -0.004, 0.004], [0.003, 0.008, -0.006], [0.003, -0.008, 0.009], [-0.004, -0.004, 0.003], [0.003, 0.006, 0.010], [0.000, 0.003, -0.016], [0.002, 0.001, 0.002], [-0.010, 0.005, 0.005], [-0.008, 0.006, 0.004], [0.005, -0.017, -0.012], [-0.015, -0.009, -0.019], [-0.004, 0.004, -0.008], [0.009, 0.000, -0.008], [-0.010, 0.000, -0.033], [-0.002, 0.002, 0.005], [-0.005, 0.000, 0.000], [0.005, 0.000, -0.001], [0.013, 0.010, 0.003], [0.023, -0.006, 0.005], [0.002, -0.003, -0.001], [0.003, -0.002, 0.000], [0.001, 0.000, -0.004], [-0.008, 0.006, 0.004], [-0.007, 0.015, 0.024], [-0.002, 0.002, 0.001], [0.000, 0.001, 0.001], [-0.006, -0.008, 0.003], [-0.011, 0.003, -0.005], [0.030, 0.003, 0.022], [0.003, 0.002, -0.002], [0.001, 0.000, -0.002], [-0.001, -0.004, -0.001], [-0.001, 0.003, 0.015], [0.013, -0.003, 0.001], [-0.035, -0.011, 0.012], [0.027, 0.063, -0.031], [0.000, -0.043, -0.103], [0.001, 0.015, 0.070], [-0.006, 0.002, 0.000], [0.000, -0.003, -0.002], [0.003, 0.004, 0.002], [0.020, -0.010, 0.010], [-0.011, 0.017, 0.009], [-0.081, -0.001, -0.006]], "e_above_lowest_kcal_mol": 1.4, "charge": 0, "spin_multiplicity": 3, "gap_ev": [7.18, 7.49], "e_lumo_ha": [0.0146, -0.0197], "fmax_ev_per_a": 0.24}